Molecular formula: C35H78F15N5O19S5
Method: DFT, the ωB97M-V functional and the def2-TZVPD basis

Calculated values
total charge	0
2S+1	1
frontier orbital gap	4.5	eV
max |F|	0.079	Eh/bohr
HOMO energy	-7.0	eV
DFT total energy	-178835.5469	eV

```
157
Properties=species:S:1:pos:R:3:forces:R:3:lowdin_charge:R:1
O -10.919 -13.843 16.448 -1.6222 0.6032 1.4046 -0.393
H -18.169 -8.089 31.605 -0.0017 -0.1491 0.0297 0.110
O -12.389 -15.360 17.729 0.3911 1.6200 -0.2165 -0.372
F -15.590 -9.903 28.376 -0.7613 -1.4374 0.9931 0.118
C -20.241 -11.762 19.659 -0.9926 -0.2814 -0.3463 -0.022
C -25.372 -14.184 14.862 0.0441 0.4859 -0.7022 0.031
N -25.788 -14.295 13.377 -0.9155 -1.2604 1.4986 -0.319
C -22.257 -9.922 28.930 -0.0165 0.6658 -0.7280 -0.036
H -17.432 -11.430 21.499 -0.0680 -0.5136 -0.0391 0.144
S -13.932 -7.893 28.186 2.7865 -0.3293 0.5118 0.512
C -7.105 -9.407 11.995 0.5095 0.7418 0.5755 -0.163
O -16.697 -3.640 20.944 -0.0635 -0.6078 0.7884 -0.385
F -11.531 -11.887 18.791 -0.9466 3.0560 0.1627 0.128
N -9.394 -8.598 12.542 1.2428 -0.5036 -0.7175 -0.187
H -18.834 -13.302 22.558 -0.7530 -0.6136 -0.5179 0.125
H -19.566 -4.522 24.248 -0.1583 0.3350 0.0003 0.129
H -24.489 -13.544 14.854 -0.2016 0.0096 0.3239 0.099
C -14.844 -5.635 21.049 -1.7025 1.8127 -3.1953 -0.694
H -24.399 -3.600 24.117 -0.5061 -0.2394 -0.0055 0.115
H -13.238 -7.632 15.429 0.4330 0.3296 -0.0636 0.087
H -13.433 -8.724 14.115 0.1181 -0.2024 -0.1260 0.079
H -25.136 -15.126 15.356 0.1062 -0.3094 -0.7282 0.121
F -24.956 -16.784 27.242 -0.0582 -0.3946 0.8322 0.129
C -21.914 -5.905 24.301 -1.3614 0.0515 -0.2288 0.011
H -26.955 -16.214 13.547 0.4425 0.2470 0.5015 0.109
O -16.211 -4.668 18.846 0.6254 -0.6780 0.1545 -0.364
H -6.283 -7.686 13.096 0.2233 -0.3269 0.1404 0.114
H -24.586 -15.989 12.969 -0.2959 -0.0923 -0.0428 0.143
H -22.836 -9.777 28.017 0.5739 0.5333 -0.2927 0.087
H -24.738 -3.141 25.770 -0.1912 -0.2050 0.1315 0.134
H -12.708 -7.959 7.999 0.0011 0.1112 0.3272 0.071
H -21.072 -6.365 23.783 -0.0681 0.4159 -0.1918 0.120
H -11.411 -9.520 12.704 0.2608 0.2322 -0.3576 0.123
F -15.044 -5.957 22.270 0.1135 -0.3766 2.2271 0.179
O -23.227 -13.163 11.873 -0.2528 -0.0963 0.3412 -0.075
N -21.220 -6.626 31.221 0.8363 -0.1564 0.5221 0.235
C -22.723 -3.641 25.382 1.3906 -1.9043 0.1616 -0.078
C -18.517 -13.538 19.753 -0.2485 0.0309 -1.1443 0.030
C -25.642 -16.154 26.304 2.7874 0.3790 -2.5529 -0.731
C -23.253 -14.408 12.608 0.2274 1.5157 -0.7801 -0.188
C -20.060 -7.514 30.820 0.6394 0.1890 -0.2348 -0.286
F -25.629 -14.849 26.598 -0.6087 0.4429 0.4665 0.098
C -9.549 -7.699 11.319 -2.9676 -0.1931 -0.5936 -0.079
O -14.651 -7.062 29.145 -0.5723 -0.3014 -0.3108 -0.393
O -21.247 -17.506 16.282 0.1934 -0.7770 -0.6690 -0.404
H -11.883 -7.117 13.366 0.7029 0.4995 -0.0213 0.101
H -21.214 -9.325 31.110 0.2514 -0.1699 0.4625 0.140
H -18.717 -6.720 32.484 -0.3692 0.4553 -0.4800 0.095
H -19.847 -9.451 29.923 0.6860 -0.2473 1.1466 0.156
H -19.404 -14.133 19.973 0.4215 -0.1755 0.4196 0.121
H -23.082 -10.140 29.608 0.5418 0.2737 0.9591 0.089
O -21.449 -8.704 29.203 -2.5688 0.0271 -0.8008 -0.194
H -19.446 -8.258 32.807 -0.1997 -0.2231 -0.1020 0.094
C -8.419 -7.929 13.470 0.8152 -0.9814 1.7855 -0.103
C -24.660 -14.975 12.576 -0.3497 -0.4543 0.2957 -0.087
H -12.409 -9.166 15.487 -0.1147 -0.1251 0.0391 0.086
H -22.876 -3.938 22.668 0.2215 0.0810 0.0346 0.106
C -12.690 -8.351 14.819 -0.1147 -0.7270 0.1190 -0.097
C -27.109 -15.157 13.326 1.4360 0.1960 -0.8000 0.031
H -25.018 -14.984 11.546 0.0398 -0.1428 0.0176 0.137
H -11.454 -8.394 6.923 0.4182 0.3397 0.0330 0.068
H -18.824 -11.996 23.527 0.3839 0.9624 -0.1876 0.128
O -25.612 -15.769 23.618 0.0622 -0.3461 1.0553 -0.383
C -11.603 -13.150 19.027 1.4361 -2.1401 -2.1744 -0.665
C -10.711 -8.216 10.324 1.4228 0.0401 0.9154 -0.163
C -19.198 -12.275 22.542 0.9208 -0.3499 0.1030 -0.220
H -8.893 -10.146 11.078 -0.4347 0.0030 0.2544 0.125
O -23.441 -15.624 24.767 -2.3519 -1.2794 0.3631 -0.417
H -22.550 -15.050 12.078 -0.4187 -0.7354 0.3618 0.141
H -22.818 -14.226 13.590 -0.2928 -0.1929 0.1435 0.126
O -19.515 -18.995 17.288 -1.8563 0.4744 -2.6852 -0.376
O -18.929 -17.551 15.447 -1.0523 -0.4606 -0.7092 -0.373
H -19.551 -6.975 30.020 -0.1213 -0.1986 -0.2347 0.161
H -10.621 -9.298 10.223 0.3339 -0.1290 -0.0876 0.092
S -20.027 -18.291 16.063 2.0262 -0.0613 2.5098 0.495
H -16.906 -11.397 19.339 -0.0069 0.2885 0.6090 0.108
H -22.330 -2.627 25.303 -0.6273 0.1026 0.0802 0.132
F -12.482 -13.450 19.982 0.6038 0.2832 0.1706 0.125
F -20.589 -19.137 13.444 -0.0710 0.0779 0.7152 0.062
N -21.746 -4.412 24.418 0.6992 0.4816 0.6764 -0.337
H -17.572 -13.852 20.196 -0.3224 0.1003 0.3437 0.128
H -6.691 -9.142 14.091 0.0865 0.3079 0.0453 0.120
H -18.175 -10.154 19.126 -0.2578 -0.3132 -0.0268 0.114
H -8.464 -6.842 13.535 -0.2045 -0.0825 -0.7898 0.134
H -22.681 -13.304 11.096 0.0350 0.2098 -0.0262 0.091
C -21.886 -3.740 23.078 0.9367 -0.3400 0.0138 0.019
O -13.293 -13.230 16.942 0.2734 0.6599 0.1167 -0.374
H -8.800 -10.572 12.807 0.5235 -0.2568 -0.1304 0.144
O -20.600 -12.064 22.516 0.3924 -0.2864 -0.3822 -0.051
F -14.764 -9.703 26.408 -0.3225 -0.2512 -0.5793 0.132
C -11.454 -7.798 14.102 -0.2459 -1.1276 -0.8732 -0.207
H -8.768 -8.248 14.452 0.3037 0.0212 0.1304 0.119
H -22.865 -6.030 23.783 0.2756 -0.3840 -0.2484 0.100
H -26.287 -13.080 11.739 -0.7943 0.0865 0.1907 0.112
H -21.092 -4.111 22.429 -0.2295 -0.2539 -0.1483 0.122
H -11.819 -9.436 8.222 0.2467 0.0062 0.4361 0.069
H -27.081 -12.631 13.414 -0.1441 -0.0267 -0.6375 0.109
H -20.404 -11.923 18.593 0.2373 0.3404 -0.0413 0.112
C -20.643 -8.825 30.328 0.8578 -1.1620 -0.3970 -0.224
H -9.830 -6.757 11.791 -0.0250 0.2518 -0.5755 0.122
H -17.848 -11.613 18.029 -1.1715 0.1121 -0.1130 0.107
C -18.509 -11.551 21.375 -1.0204 0.2381 0.8133 -0.091
H -18.376 -13.564 18.673 -0.0210 -0.5376 0.0029 0.108
H -22.429 -4.070 26.340 -0.1667 0.2615 0.2827 0.128
F -21.716 -20.166 14.952 -2.0030 -0.5707 0.4786 0.151
H -10.835 -7.336 14.870 0.2388 0.2511 -0.4706 0.107
C -6.963 -8.526 13.233 -1.1349 0.7445 0.0956 -0.113
F -10.294 -13.420 19.395 -1.3763 -0.9866 0.3904 0.066
O -12.930 -8.803 28.878 -2.7524 1.6280 -2.0786 -0.385
C -15.282 -9.054 27.434 1.5243 1.7533 0.6272 -0.689
H -8.647 -7.572 10.721 0.3382 -0.3253 0.6891 0.128
N -18.835 -12.112 19.990 1.1249 2.5146 -0.1590 -0.328
H -27.832 -14.694 13.997 0.1237 -0.0720 -0.2172 0.104
H -11.641 -8.130 10.886 -0.3070 0.5330 -0.4644 0.104
O -13.421 -7.174 27.007 -0.7648 -1.0047 1.1627 -0.366
H -20.440 -10.744 19.992 0.2282 0.0225 -0.4761 0.108
H -22.048 -6.421 25.251 0.2322 0.5758 0.2363 0.108
F -19.668 -20.684 14.669 -0.3875 0.8322 0.1436 0.078
H -22.076 -6.848 30.733 -0.3479 -0.0794 -0.4349 0.158
H -25.400 -12.259 12.958 -0.0276 0.0236 0.1654 0.101
H -24.932 -5.298 26.269 -0.1520 -0.1866 0.0693 0.097
S -12.107 -13.965 17.338 1.2217 -2.8247 0.0263 0.484
H -20.933 -5.666 31.087 -0.2744 0.4597 -0.0302 0.170
C -10.706 -9.009 13.361 -0.7408 1.7347 0.0820 -0.051
C -20.329 -4.205 24.960 -0.7495 0.5782 1.0894 0.018
S -24.741 -16.377 24.628 2.3195 -0.9799 -1.2046 0.524
F -26.848 -16.612 26.218 -1.6197 -0.3311 0.4566 0.162
C -19.075 -7.628 31.999 0.0442 -0.6887 -0.2501 -0.017
H -6.797 -8.821 11.129 -0.6500 -0.0287 -0.3261 0.111
H -21.668 -2.679 23.202 -0.3355 -0.0197 0.0779 0.116
O -17.469 -5.955 20.477 0.4500 0.1089 0.5749 -0.397
H -21.014 -12.348 20.156 0.6525 -0.3773 0.3207 0.104
H -21.653 -10.812 28.753 0.3181 0.1873 0.3441 0.101
O -24.583 -5.242 25.376 0.2430 1.2392 -0.0215 -0.045
H -18.928 -10.544 21.355 0.1695 0.1086 -0.0744 0.127
H -10.972 -6.551 8.996 -0.0589 0.0517 -0.3613 0.105
H -10.523 -9.722 14.165 1.1064 -0.1238 -0.2900 0.135
C -17.938 -11.214 19.039 0.8010 -1.3436 0.7334 0.040
F -16.453 -8.458 27.061 0.5180 0.0024 -0.1809 0.070
H -21.312 -6.790 32.213 -0.5742 0.1478 0.4875 0.161
H -20.259 -3.206 25.391 0.3115 0.5789 -1.2119 0.104
C -24.212 -3.871 25.156 0.8392 -0.1027 -0.6894 -0.204
C -20.564 -19.650 14.715 2.9017 0.7683 0.0698 -0.632
F -14.621 -6.728 20.331 0.8421 -0.7733 -0.1729 0.109
C -11.703 -8.379 7.984 -0.2330 0.3097 -0.2776 -0.103
H -9.710 -7.638 8.435 0.1353 -0.1055 0.2543 0.102
C -10.701 -7.601 8.888 -0.8348 -0.7044 0.7960 -0.220
F -13.783 -4.795 20.925 -0.5853 -0.6219 0.2815 0.106
C -8.554 -9.817 12.060 -1.1029 -0.4762 -0.2820 -0.084
H -26.180 -13.764 15.461 -0.0253 0.3404 -0.3974 0.105
H -27.404 -15.150 12.277 -0.3286 0.3200 0.1402 0.101
O -24.586 -17.863 24.515 -0.4785 2.7600 0.5546 -0.380
H -21.025 -12.847 22.874 -0.2776 -0.1522 0.1599 0.109
H -20.206 -4.698 25.925 -0.2772 -1.0991 -0.3751 0.105
H -6.396 -10.235 11.976 -0.3713 -0.2689 0.3006 0.129
S -16.473 -4.906 20.256 -0.0331 1.0715 -0.5750 0.446
C -26.227 -12.957 12.820 1.7913 -0.2771 0.5103 0.009
```
Positions in Å, forces in eV/Å.